[1]
Formula: C22H27N3O7SbTi
Source: the Open Molecules 2025 dataset
Level of theory: the ωB97M-V functional and the def2-TZVPD basis

The geometry in XYZ format:
```
61
Properties=species:S:1:pos:R:3:forces:R:3
H -0.63501 -2.20998 -4.49871 -0.0010 -0.0080 0.0106
H -2.29832 2.15569 -2.71475 0.0085 -0.0114 0.0414
Sb -2.12819 -1.26220 -1.75662 -0.0697 0.1770 0.2120
H 0.70089 -1.03879 2.82633 0.0031 -0.0188 -0.0090
O -2.05389 1.41993 0.69901 0.1934 -0.3128 0.2179
N -0.42966 2.02478 -1.88541 0.4194 -0.0219 0.2107
O 2.15883 -2.33202 0.94201 0.1013 0.0601 -0.0297
C -1.23914 2.31615 -2.88017 0.0695 0.0524 -0.3221
O -0.91148 -0.72163 1.54221 0.2043 0.3649 -0.2026
C -1.86125 -3.36646 -1.51483 0.0807 -0.1656 0.0067
H 4.75039 2.67892 -2.25877 0.0020 -0.0043 0.0114
C -1.68798 -0.05490 2.55686 -0.0666 -0.0753 0.1074
H -2.27042 -4.06172 -3.53383 0.0060 0.0104 -0.0054
H -0.09161 -2.50919 2.21386 0.0272 0.0231 0.0365
H -4.20343 -0.02322 -0.63695 0.0598 0.0049 -0.0467
C 0.59056 2.90243 -4.29876 0.2659 -0.0247 0.0778
O 0.97063 -0.82987 -0.20648 0.0622 -0.1762 0.1143
C -0.76317 2.80174 -4.10385 -0.1354 -0.1048 0.2605
C 0.19620 -1.48386 1.96280 0.0001 -0.1101 -0.0076
C 3.20860 1.85230 1.45225 0.2436 0.0107 0.1632
H -3.98785 -2.19031 0.71183 -0.0032 0.0218 -0.0017
C 1.49417 2.59522 -3.25306 -0.3164 0.1102 -0.1224
Ti -0.55083 0.67862 -0.23424 -0.3265 0.1988 0.2981
H -5.63687 -1.80673 0.25064 -0.0105 0.0131 -0.0246
C -2.19596 1.28549 2.00882 0.0494 0.0733 -0.3683
H -0.79160 -3.57788 -1.57899 -0.0050 0.0492 0.0082
O -2.66805 2.09520 2.75004 -0.1463 -0.0372 0.1662
C -1.09467 -1.23111 -4.64824 0.1046 -0.0059 0.0170
O 3.06243 2.78909 -5.59002 -0.0326 -0.0975 -0.1056
H -1.46271 3.06369 -4.88340 0.0136 0.0102 -0.0253
C 0.92234 2.22826 -2.01368 0.0063 0.2086 0.0730
C -2.38996 -1.09086 -3.85937 -0.0774 0.0026 -0.1605
C -4.65630 -2.07222 -0.14559 0.0188 -0.1088 0.0969
N 3.64919 2.98078 -4.54438 -0.1697 0.1274 0.1226
C 1.84295 1.70586 1.48674 -0.2980 0.1002 -0.3411
C 1.15551 -1.50625 0.79814 -0.1279 -0.0169 -0.0502
H -1.26568 -1.11532 -5.71880 -0.0302 0.0020 -0.0020
C 3.87432 2.12784 0.26130 -0.2246 -0.0196 -0.0565
H 4.94515 2.26077 0.22369 0.0275 -0.0092 0.0323
H 2.76133 -2.26163 0.18004 -0.0547 -0.0336 0.0612
H -4.77462 -0.95607 -2.00918 -0.0335 -0.0522 0.0216
H 1.29899 1.56518 2.41206 0.0612 -0.0311 0.0363
C 1.70924 2.10737 -0.81750 0.2052 0.1224 -0.5217
H -2.85328 -0.11764 -4.03574 0.0003 -0.0017 0.0160
H -0.36066 -0.47699 -4.35221 -0.0050 0.0038 0.0026
H -4.75107 -3.05025 -0.61847 0.0284 0.0192 -0.0163
H -1.07618 0.12189 3.44217 -0.0255 0.0418 0.0019
H -2.52106 -5.27969 -2.29410 0.0158 -0.0038 0.0220
C 3.67867 2.56509 -2.17476 -0.0734 0.0196 -0.1963
O 4.78952 3.36585 -4.45071 0.1610 0.0203 -0.0105
H -2.16355 -3.59250 -0.48963 -0.0183 0.0206 -0.0088
H 3.76341 1.77568 2.37819 -0.0074 -0.0015 -0.0017
H -3.12480 -1.84278 -4.15116 0.0123 0.0010 -0.0150
C 2.91727 2.71409 -3.28588 0.1777 -0.0378 0.0264
N 1.06439 1.81717 0.35831 -0.1207 -0.4440 -0.1257
C 3.09961 2.26967 -0.91340 -0.0707 -0.0462 0.3914
H -3.69903 -3.99267 -2.51106 0.0071 0.0046 0.0114
H -2.53789 -0.68518 2.82360 0.0138 0.0424 0.0590
C -4.15755 -1.00526 -1.11055 -0.1018 0.0588 -0.0591
H 0.97943 3.23146 -5.24776 -0.0214 0.0041 -0.0284
C -2.63113 -4.21793 -2.51677 -0.0769 0.0015 -0.0694
```
Positions in Å, forces in eV/Å.

Computed properties:
Energy, eV: -71701.3492
Relative energy (zero: lowest compared OMol25 entry of this formula, charge and spin), kcal/mol: 5.04
F_max, eV Å⁻¹: 0.574
Charge: +1
Multiplicity: 3
Highest occupied orbital energy (alpha / beta), eV: -8.69 / -11.92

[2]
Formula: C22H27N5O5S
Source: the Open Molecules 2025 dataset
Level of theory: the ωB97M-V functional and the def2-TZVPD basis

The geometry in XYZ format:
```
60
Properties=species:S:1:pos:R:3:forces:R:3
H -3.20356 3.16717 -2.68165 0.1063 0.0050 0.0074
C -2.69311 -3.00692 1.28432 -0.5032 -0.2776 0.1630
H -1.97441 0.23321 2.97966 0.0141 -0.0147 0.0579
C -4.15561 -1.02178 -1.87162 -0.1955 0.0634 -0.1708
O -3.28050 -1.52975 -0.89527 0.4494 -0.0665 0.2693
H -4.89896 2.23613 0.00668 0.0660 0.1629 -0.1380
H 0.34922 0.32368 -2.94131 0.0505 0.1200 -0.0975
N -5.92341 0.72933 1.08719 -0.4730 0.7049 -0.6594
H -2.59760 -3.65265 2.15675 -0.0142 0.0076 -0.0544
H 4.98758 -2.09288 -0.84327 -0.0044 -0.0291 -0.0589
H 5.81946 -2.76519 0.56078 -0.0061 -0.0736 -0.0733
H 6.85649 -0.55786 -0.52518 0.0949 0.0147 0.0461
H -3.98290 -1.48210 -2.84969 0.0158 0.0298 0.0202
C 2.22217 -0.12227 -0.98066 -0.2064 -0.0507 -0.4349
H -2.00748 -0.29517 -2.90831 -0.1128 0.0300 -0.0482
C -1.08873 -1.68843 0.03628 0.2314 -0.0777 -0.0940
H 3.82427 0.39983 1.92532 0.1809 -0.1789 -0.0759
H 4.76933 0.61760 -0.90721 -0.0038 0.0180 -0.0785
C 3.83976 -0.05201 0.93195 0.5065 0.1879 0.3910
H -3.47294 -2.26647 1.46981 0.1436 -0.1880 -0.0539
S 2.04918 1.87013 0.68500 -0.3554 -0.0651 0.1119
N -4.20255 -0.12952 2.02776 1.1535 -0.2833 0.4306
C -1.55562 0.76791 2.14190 0.0365 0.1736 -0.0545
O -1.42238 -2.40154 1.14079 0.2172 0.3690 -0.1129
O 2.63169 2.29013 1.92427 0.0165 -0.2515 0.1916
C 6.10306 -0.61456 0.25906 -0.0519 0.0299 -0.1650
H 0.87106 -1.62243 0.81779 0.0537 -0.0126 0.1804
C 5.27677 -1.89649 0.19101 0.0781 -0.0312 0.1495
H 6.60312 -0.54706 1.22595 0.0846 -0.0022 0.0486
H -1.85532 3.91499 -1.78862 -0.0045 -0.0290 0.0053
O -2.81477 2.28693 -0.92762 -0.0919 -0.2069 0.3174
O 2.22553 2.71247 -0.46845 -0.1514 -0.1800 -0.1027
C -1.92566 1.89666 0.02006 0.1374 -0.1470 0.3804
C -4.88541 1.40401 0.67319 0.3387 -0.1807 0.2597
H 4.23614 -1.84292 2.08323 -0.0601 -0.0236 0.0286
H -0.10562 2.63656 -0.88979 -0.0703 0.0418 -0.1815
C 0.28419 1.64908 0.92603 0.3862 0.2149 -0.0633
H -1.61679 2.35323 -2.62190 -0.0053 0.0079 0.0210
C -0.19500 0.99056 2.03917 -0.0197 0.0741 0.0534
C -2.32720 2.96922 -2.06598 0.0641 0.1348 -0.2180
C -0.55640 2.11758 -0.06127 -0.1364 0.1775 -0.0851
H -5.15550 -1.27978 -1.52454 0.0412 0.0482 -0.0707
H 2.38062 0.70180 -1.68693 0.0754 -0.2639 -0.0713
N -5.45707 -0.20180 1.91127 -0.4818 -0.6628 0.5033
C 4.04575 -1.57834 1.04357 -0.0468 -0.0129 -0.1393
H -2.95309 -3.60937 0.41263 0.0437 0.0096 0.0503
C -1.38170 -0.58264 -2.07817 -0.1467 -0.1106 -0.0747
H -4.07401 0.06683 -1.95841 0.0218 -0.0340 -0.0056
H 0.49090 0.65695 2.79869 0.0459 -0.1221 0.1664
H 3.16323 -2.12478 0.71667 -0.0771 -0.0757 0.0683
N 2.55308 0.30939 0.36553 -0.4611 0.9403 0.3191
N -3.77389 0.88118 1.25360 -1.4656 0.2989 -0.4875
C 5.04873 0.48198 0.13833 0.0880 -0.0613 0.1643
C 0.25213 -1.32461 -0.01283 -0.2374 -0.0890 -0.2294
C -2.41693 1.20019 1.13952 0.8378 0.1960 -0.0898
H 5.38225 1.44338 0.52360 -0.0161 0.0941 -0.0574
C -1.93843 -1.26952 -1.00707 -0.1630 -0.0186 0.0031
C -0.04162 -0.23096 -2.10114 0.1739 -0.1178 0.0537
H 2.88282 -0.94745 -1.25575 0.0663 0.0760 0.0819
C 0.78563 -0.57083 -1.04474 -0.2580 -0.2923 -0.2974
```
Positions in Å, forces in eV/Å.

Computed properties:
SMILES string: COc1ccc(CN(C2CCCC2)S(=O)(=O)c2ccc(-n3cnnn3)c(OC)c2)cc1OC
Energy, eV: -51772.7213
Relative energy (zero: lowest compared OMol25 entry of this formula, charge and spin), kcal/mol: 109.54
F_max, eV Å⁻¹: 1.573
Charge: 0
Highest occupied orbital energy, eV: -8.20

[3]
Formula: C22H27N5O6S
Source: the Open Molecules 2025 dataset
Level of theory: the ωB97M-V functional and the def2-TZVPD basis

The geometry in XYZ format:
```
61
Properties=species:S:1:pos:R:3:forces:R:3
N -6.59796 -0.69699 0.62214 -0.4674 -0.9597 -0.3162
O 4.65226 0.29121 -0.81615 -0.2805 0.1866 0.0188
N -4.90310 0.50689 1.13425 1.1020 0.4433 0.2542
C -2.55380 -2.00494 0.01261 0.1523 0.2645 0.4215
C -0.56408 -0.09823 -2.17835 0.0016 0.1881 -0.0625
H 7.44921 -0.79881 0.35835 0.0578 0.0169 0.0069
H -0.11037 -0.89278 -2.75114 0.0766 -0.1420 -0.0526
H 4.14346 -1.38424 0.27943 0.0995 0.0994 -0.0162
H -5.52898 -2.49181 0.25059 0.0605 -0.2214 -0.0681
H -2.72854 0.40584 2.40053 0.0015 0.0390 0.0567
C -2.88103 -3.53220 -1.77742 0.0560 -0.1770 -0.1766
H 3.11690 1.41152 0.91060 -0.0291 -0.0166 0.0303
N -4.45005 -0.72353 0.84484 -1.3887 -0.4601 -0.3578
C 1.64234 0.20419 -1.00887 -0.2724 0.1928 -0.4770
N 1.85929 -0.13855 0.38687 -0.3033 -1.1251 0.3224
C 5.99550 -0.04119 -1.08008 0.3984 -0.1367 -0.1275
H -3.49587 1.49716 -1.76671 -0.1163 0.0690 0.0250
H -0.24677 -0.01313 2.42501 0.0324 0.1875 0.1205
C -0.90704 -0.55078 1.76622 -0.0563 -0.0564 0.0652
H 0.96697 3.28011 1.98465 -0.0600 -0.0097 0.0017
H 2.29821 1.04224 -1.24940 0.0078 -0.1098 0.0653
H -2.49584 -0.29155 -3.08528 -0.0654 -0.0631 -0.0734
O 0.52458 2.24807 0.33786 -0.0867 -0.0950 -0.4071
H -2.17439 -3.01956 -2.43385 -0.0003 0.0007 0.0131
C 0.08375 3.10144 1.37020 0.0195 0.3656 0.3965
C 3.07273 0.32521 1.01363 0.6397 -0.2973 0.1440
S 1.39564 -1.68485 0.78094 -0.4684 0.1718 0.1698
H 5.49105 0.80309 1.88092 -0.0035 0.0188 0.0713
H 1.91426 -0.64479 -1.64446 0.0405 0.2372 -0.0965
H 7.25652 0.95619 0.38892 0.0423 -0.0248 0.0117
H -0.69041 -2.91539 -0.61556 -0.0483 -0.0859 -0.1797
C -2.45667 1.25351 -1.61712 -0.0490 0.1087 0.0414
C 0.20445 0.58233 -1.24650 -0.1367 0.3303 -0.1110
C 6.72814 0.01133 0.27351 -0.0810 0.0562 -0.1516
H -0.69336 2.63561 1.97861 0.0311 0.0219 -0.0249
C 5.58975 -0.11257 1.29817 -0.2191 -0.0145 -0.2079
H 6.37575 0.67313 -1.81089 0.0049 -0.0917 0.0086
H -0.28643 4.05249 0.98204 0.0418 -0.1186 0.0776
H -3.72984 4.19299 0.56188 -0.0472 -0.0287 -0.0606
C -3.08756 -1.03761 0.88270 0.7980 -0.2402 -0.0481
H 3.00006 0.04987 2.06650 0.1726 0.1915 -0.0087
C 4.33502 -0.30803 0.42683 -0.0095 0.0158 0.5520
C -1.70461 1.97321 -0.69712 0.0421 0.1231 0.0619
C -5.54319 -1.46087 0.52306 0.3614 0.3269 0.1808
C -3.57739 3.34392 -0.10255 -0.3246 0.0439 -0.0199
H -2.39113 -4.38798 -1.30594 -0.0022 0.0370 -0.0052
O -2.21195 3.01435 0.02981 0.4525 -0.2614 -0.0610
C -0.38305 -1.47761 0.88915 0.3776 -0.1532 -0.0295
O 1.65967 -2.62380 -0.27678 -0.1397 0.1875 -0.1771
O 1.90474 -1.98641 2.08766 0.0409 0.2719 0.1382
C -0.35045 1.63264 -0.50572 -0.0433 -0.1086 -0.2239
C -1.89055 0.23424 -2.36231 0.0463 -0.0118 -0.1060
C -2.27127 -0.32903 1.75597 0.0368 -0.2115 -0.0171
C -1.17893 -2.21091 0.03592 -0.1443 -0.2454 -0.0203
O -3.41266 -2.64817 -0.81065 -0.1205 0.2380 0.1983
N -6.15916 0.49851 0.99244 -0.4524 0.8148 0.2152
H -3.82130 3.64189 -1.12667 0.0225 -0.0042 0.0160
H 6.05217 -1.05431 -1.50437 -0.0022 0.0957 -0.0072
H 5.72529 -0.94679 1.98161 -0.0169 0.0000 0.0869
H -3.73718 -3.87565 -2.35574 0.1115 -0.0038 0.0094
H -4.22276 2.51988 0.21518 0.1064 0.1295 -0.0902
```
Positions in Å, forces in eV/Å.

Computed properties:
SMILES string: COc1cc(S(=O)(=O)N(Cc2cccc(OC)c2OC)C[C@@H]2CCCO2)ccc1-n1cnnn1
Energy, eV: -53819.7913
F_max, eV Å⁻¹: 1.506
Charge: 0
Highest occupied orbital energy, eV: -8.12